{"formula": "C22H59IN2O7PSSi", "method": "ωB97M-V/def2-TZVPD", "e_tot_ev": -77180.17362, "lumo_energy_ev": -3.55, "e_homo_ev": -11.5, "charge": 1, "max_force_ev_per_a": 0.84, "symbols": ["H", "H", "O", "H", "H", "H", "C", "H", "H", "O", "C", "H", "H", "C", "S", "H", "H", "H", "O", "H", "N", "O", "C", "H", "C", "H", "H", "N", "C", "C", "H", "H", "H", "C", "H", "H", "C", "C", "H", "H", "C", "C", "C", "H", "H", "P", "C", "H", "H", "C", "Si", "H", "C", "H", "H", "H", "H", "H", "H", "H", "H", "H", "H", "H", "H", "C", "C", "H", "H", "H", "H", "I", "O", "H", "C", "H", "H", "H", "H", "H", "H", "H", "H", "C", "H", "H", "C", "H", "O", "H", "C", "H", "H", "O"], "coordinates": [[0.565, -2.287, 5.325], [0.927, 0.603, 0.135], [-3.463, -0.765, 2.156], [-2.381, -2.345, 1.361], [-3.415, -1.429, 0.257], [3.845, 8.112, -3.674], [-1.712, 2.114, 1.402], [1.725, -4.513, 5.174], [-0.543, 3.916, 1.196], [6.484, -1.118, -4.187], [-8.517, -6.211, 1.286], [-7.441, -4.703, 0.183], [0.685, 3.402, -0.625], [-4.476, -2.874, 1.454], [4.956, 1.207, -1.585], [-3.072, 2.108, 3.109], [-3.304, 3.477, 2.020], [-7.330, 2.864, 0.161], [1.192, 1.704, -3.455], [5.877, -0.375, -4.114], [1.377, 1.506, 0.013], [-7.518, -4.136, 2.110], [-3.362, -1.864, 1.257], [-9.489, -5.729, 1.174], [2.225, -3.590, 4.873], [-6.446, 3.071, 2.501], [1.271, -1.606, 0.357], [2.863, 2.631, -1.549], [1.211, -2.534, 4.477], [3.038, 7.459, -3.337], [1.714, -1.617, 4.170], [5.814, -2.105, 0.978], [3.875, -1.680, -2.449], [3.630, 0.742, -0.413], [2.283, 3.442, -1.707], [-5.451, -2.403, 1.339], [5.898, -2.072, -5.074], [-2.564, 2.817, 2.463], [-8.490, -6.693, 2.265], [-6.427, -5.678, 1.250], [3.518, 6.548, -2.228], [2.356, 1.337, -1.036], [5.180, -1.255, 1.220], [5.168, -2.391, -1.514], [5.219, -2.251, -7.116], [1.873, 0.404, -2.699], [-0.389, 2.837, 1.139], [3.561, -3.103, -1.445], [-1.921, 3.429, 3.100], [-6.670, 1.994, 0.124], [3.734, -1.136, 0.028], [-2.274, 2.007, 0.471], [2.201, -1.689, 0.919], [3.798, 1.337, 0.487], [-4.437, -3.302, 2.458], [0.316, 2.583, 1.932], [-1.507, 1.099, 1.748], [3.846, 7.130, -1.363], [2.695, 6.877, -4.193], [2.296, -2.733, 1.215], [2.710, 5.891, -1.896], [6.613, -2.892, -5.128], [4.927, -0.665, -6.395], [4.971, -2.467, -4.643], [5.310, 6.227, -2.944], [-7.404, -5.189, 1.158], [-6.484, 1.393, 1.504], [-3.420, -1.106, 3.056], [-0.468, 2.077, -0.876], [5.801, -0.357, 1.220], [-0.056, -3.730, 3.601], [-0.107, -0.870, -2.075], [0.421, -2.930, 3.357], [-7.444, 1.051, 1.903], [5.637, -1.495, -6.451], [-7.483, -4.524, 2.990], [-5.813, 0.536, 1.460], [4.805, -1.379, 2.235], [4.519, 3.524, -2.382], [2.219, 8.089, -2.991], [2.883, -3.822, 4.035], [-7.111, 1.268, -0.561], [2.075, -1.110, 1.835], [4.103, -2.159, -1.498], [-5.709, 2.317, -0.281], [-8.422, -6.987, 0.526], [0.282, 2.489, -0.194], [0.226, 1.691, -3.481], [4.574, 5.678, -2.655], [2.834, -3.249, 5.711], [4.102, 2.635, -1.924], [-4.398, -3.691, 0.734], [6.562, -1.119, -6.888], [-5.870, 2.304, 2.413]], "forces_ev_per_a": [[0.02, 0.03, 0.01], [0.15, -0.04, 0.30], [0.05, 0.04, -0.03], [0.00, 0.01, -0.04], [0.01, 0.03, 0.00], [-0.01, 0.03, 0.02], [0.03, -0.16, 0.17], [0.00, 0.00, 0.03], [-0.07, 0.05, -0.09], [-0.07, -0.01, 0.08], [-0.04, 0.06, 0.04], [0.01, 0.00, -0.01], [0.07, 0.04, -0.09], [-0.01, 0.09, 0.01], [0.12, 0.33, 0.20], [-0.20, -0.03, -0.11], [-0.10, 0.00, -0.01], [-0.02, -0.01, -0.01], [-0.16, -0.16, 0.05], [0.00, 0.03, -0.06], [-0.14, 0.36, -0.38], [0.03, -0.04, 0.00], [0.02, -0.10, 0.06], [0.00, 0.00, -0.02], [-0.01, -0.02, -0.08], [0.00, -0.02, 0.03], [0.08, -0.08, 0.00], [0.17, 0.18, 0.16], [-0.03, -0.05, 0.01], [0.03, -0.07, -0.06], [-0.01, 0.02, 0.01], [0.05, -0.06, 0.03], [-0.11, -0.02, -0.04], [-0.44, -0.54, -0.47], [-0.17, -0.10, -0.14], [-0.01, -0.02, -0.01], [-0.02, 0.02, 0.00], [0.37, 0.10, 0.08], [0.01, -0.02, -0.01], [0.01, 0.01, -0.03], [0.05, 0.09, -0.04], [-0.19, -0.28, 0.26], [-0.18, 0.21, -0.05], [0.06, -0.01, -0.06], [-0.01, -0.01, 0.00], [0.09, 0.35, -0.20], [-0.04, -0.07, -0.02], [-0.06, -0.05, -0.04], [0.00, 0.00, 0.07], [0.05, 0.05, 0.03], [0.29, -0.39, 0.23], [-0.06, 0.04, -0.03], [-0.21, 0.32, 0.01], [0.13, -0.09, 0.12], [0.01, -0.03, -0.01], [0.04, 0.14, 0.08], [0.03, -0.10, -0.12], [-0.03, -0.03, 0.03], [-0.02, 0.00, 0.01], [0.07, -0.08, 0.02], [-0.01, 0.00, 0.02], [0.00, -0.01, 0.00], [-0.02, -0.02, -0.01], [0.02, -0.03, 0.00], [0.02, -0.06, -0.03], [0.00, -0.01, 0.05], [0.00, 0.01, 0.01], [-0.04, 0.02, -0.02], [-0.01, 0.19, -0.18], [0.09, -0.02, -0.05], [0.00, 0.00, -0.02], [0.02, 0.07, 0.03], [0.01, -0.02, 0.03], [0.01, -0.03, -0.01], [0.05, 0.06, 0.03], [-0.04, 0.02, -0.01], [0.01, -0.02, 0.04], [0.03, -0.04, 0.08], [0.07, 0.08, -0.20], [0.00, 0.01, 0.02], [0.01, 0.01, 0.01], [-0.01, -0.01, 0.00], [-0.01, 0.00, 0.07], [0.07, 0.20, 0.02], [0.00, -0.01, -0.01], [0.01, 0.00, 0.00], [0.04, -0.31, 0.19], [0.08, 0.08, -0.01], [-0.09, -0.10, 0.06], [-0.01, 0.01, 0.01], [0.08, 0.01, 0.07], [0.02, 0.00, 0.00], [0.00, -0.02, -0.01], [-0.04, 0.04, -0.06]]}